Entry 1:
Here is 7 unconnected molecules or ions with the total composition C27H38F18O15S at a distorted geometry from the OMol25 dataset. Energies are from ωB97M-V with the def2-TZVPD basis set.

ORCA input file:
```
! wB97M-V def2-TZVPD RIJCOSX def2/J DEFGRID3
* xyz 0 1
C -12.36943 29.65451 -35.45914
C -12.29268 30.77799 -34.42468
O -12.67990 30.22516 -33.16434
C -13.92723 30.26345 -32.72147
O -14.85602 30.67409 -33.34235
C -14.02000 29.54172 -31.35916
F -15.22756 29.67701 -30.83200
F -13.82032 28.24240 -31.58688
F -13.08582 29.99317 -30.54027
H -12.34431 30.03758 -36.47969
H -13.29728 29.08122 -35.42148
H -11.57873 28.93912 -35.23536
H -13.01126 31.58718 -34.58062
H -11.29895 31.20364 -34.33259
C -10.39729 36.24506 -29.39706
C -11.86651 36.13805 -28.90415
O -12.48797 37.40332 -29.12264
C -13.78155 37.42380 -28.82977
O -14.41500 36.49430 -28.44674
C -14.46278 38.79150 -29.09845
F -15.62752 38.87426 -28.45786
F -13.64996 39.77895 -28.74173
F -14.76552 38.91055 -30.39086
H -9.84195 37.02657 -28.88220
H -10.37727 36.39209 -30.47609
H -9.90098 35.30188 -29.16320
H -11.76718 35.85996 -27.85672
H -12.30977 35.30861 -29.44947
C -1.63485 35.27676 -26.10203
C -2.79568 36.04741 -25.48989
O -3.99661 35.30490 -25.73030
C -5.12720 35.73472 -25.24585
O -5.27497 36.82348 -24.75986
C -6.31278 34.77505 -25.37843
F -7.01758 34.77818 -24.26155
F -7.10026 35.18394 -26.36192
F -5.89249 33.53097 -25.59534
H -1.32439 34.48700 -25.41216
H -0.71120 35.85733 -26.14888
H -1.83160 34.87990 -27.09423
H -2.80564 37.02774 -25.96338
H -2.69689 36.12900 -24.41013
C -7.06774 31.64258 -28.28965
C -8.34224 32.44210 -28.31716
O -8.84338 32.58598 -29.66111
C -9.85089 31.84471 -30.04758
O -10.44298 31.03648 -29.40341
C -10.27510 32.14495 -31.49944
F -9.70545 31.20624 -32.24644
F -11.57791 32.05478 -31.64109
F -9.82931 33.34872 -31.84507
H -6.58798 31.90987 -27.34656
H -6.43831 31.90070 -29.13868
H -7.29481 30.57892 -28.23211
H -8.16973 33.43400 -27.90659
H -9.09613 31.92059 -27.72596
C -14.21213 36.06211 -32.23392
C -13.05086 36.83636 -32.83208
O -12.54178 36.15246 -33.99456
C -11.24530 35.93412 -34.07047
O -10.39995 36.49059 -33.43751
C -10.90125 34.90868 -35.16809
F -11.86155 34.75763 -36.06450
F -9.75972 35.24449 -35.75058
F -10.73031 33.74909 -34.50155
H -13.95684 35.04451 -31.93081
H -15.07310 36.03042 -32.89700
H -14.50033 36.49366 -31.27488
H -12.23041 36.94308 -32.12343
H -13.35302 37.82668 -33.16604
C -9.50418 29.89448 -27.24951
C -9.05675 28.71862 -28.12462
O -10.19517 28.07158 -28.71004
C -10.10545 26.76740 -28.90915
O -9.28883 26.04651 -28.41376
C -11.11439 26.27028 -29.96388
F -12.14882 25.65997 -29.36191
F -11.59065 27.26954 -30.69686
F -10.52375 25.38359 -30.76808
H -10.42177 30.36064 -27.60729
H -8.72222 30.65111 -27.21947
H -9.71451 29.49321 -26.26004
H -8.56871 28.04208 -27.42011
H -8.23190 28.89973 -28.81377
C -7.39033 24.68233 -31.51614
C -7.53251 26.03977 -30.89382
O -7.60202 27.02217 -31.93610
S -6.97120 28.48535 -31.61877
C -5.24658 28.00708 -31.95809
O -7.36279 29.42405 -32.60791
O -7.21863 28.74340 -30.22082
H -7.57719 23.86584 -30.82434
H -6.36083 24.58853 -31.87762
H -8.01306 24.62726 -32.40890
H -8.46264 26.14271 -30.32690
H -6.76700 26.23727 -30.13823
H -4.87812 27.34653 -31.17547
H -4.59441 28.86851 -32.07338
H -5.26847 27.43092 -32.88030
*
```

Computed properties:
HOMO-LUMO gap, Eh: 0.3969
HOMO level, eV: -10.59
Calculated total energy, a.u.: -4376.006212

Entry 2:
Here is a molecular structure, C5H13INO4P from the OMol25 dataset. Energies are from ωB97M-V with the def2-TZVPD basis set.

ORCA input file:
```
! wB97M-V def2-TZVPD RIJCOSX def2/J DEFGRID3
* xyz 0 1
N 2.73310 1.34181 1.02555
C 2.59217 0.66740 -0.26671
C 1.22304 0.02036 -0.49005
C 1.15435 -1.41235 0.06432
C -0.21625 -1.88865 0.58188
C -1.44764 -1.27862 -0.06277
O -1.73804 -0.01588 0.57460
P -2.91997 0.94392 0.12094
O -4.15602 0.79662 0.87438
O -2.21473 2.37442 0.18221
O -3.16151 0.70617 -1.43736
I -1.90408 1.33969 -2.84054
H 2.00154 1.08733 1.67504
H 2.75056 2.34629 0.93428
H 2.80074 1.38020 -1.06645
H 3.36139 -0.11053 -0.34142
H 1.01205 0.01156 -1.56209
H 0.46737 0.64460 -0.01022
H 1.87394 -1.49501 0.88362
H 1.49774 -2.10046 -0.71160
H -0.29509 -1.73193 1.65975
H -0.29066 -2.96707 0.42252
H -1.31087 -1.12625 -1.13589
H -2.31062 -1.92869 0.08612
H -1.50250 2.39506 0.83990
*
```

Computed properties:
HOMO-LUMO gap, Eh: 0.2892
HOMO level, eV: -9.32
Calculated total energy, a.u.: -1193.153438

Which formula does entry 2 have? C5H13INO4P

Among the records above, which one has the highest HOMO level? C5H13INO4P

Which value of HOMO-LUMO gap does entry 2 give? 0.2892 Eh

Which formula does entry 1 have? C27H38F18O15S